Record 1
This record from the OMol25 dataset describes C51H55CaN3P2Sb2 as an isolated structure. The level of theory is ωB97M-V with the def2-TZVPD basis set.

## Properties
M = 1055.57 g mol⁻¹
Relative energy (zero: lowest compared OMol25 entry of this formula, charge and spin) = 23.9 kJ/mol
Net charge = +2
Frontier orbital gap = 7.0591 eV
E_tot = -108331.4793 eV
LUMO level = -0.1813 Ha

Geometry (Å):
Ca: 0.116 -0.029 0.657
C: -2.638 1.738 3.505
C: -1.238 1.478 4.062
P: 0.152 1.863 2.910
C: 1.533 1.297 3.968
C: 1.763 -0.079 4.023
C: 2.783 -0.598 4.804
C: 3.599 0.263 5.527
C: 3.381 1.632 5.473
C: 2.350 2.151 4.701
C: 0.286 3.677 2.914
C: 0.998 4.253 1.861
C: 1.198 5.622 1.804
C: 0.667 6.437 2.794
C: -0.058 5.875 3.835
C: -0.248 4.503 3.901
C: -2.927 1.085 2.146
P: -2.348 -0.677 2.005
C: -2.977 -1.419 3.550
C: -4.338 -1.332 3.845
C: -4.826 -1.884 5.017
C: -3.964 -2.531 5.895
C: -2.613 -2.628 5.601
C: -2.119 -2.073 4.429
C: -3.515 -1.400 0.801
C: -4.182 -0.661 -0.171
C: -4.980 -1.308 -1.107
C: -5.109 -2.688 -1.083
C: -4.440 -3.432 -0.118
C: -3.645 -2.792 0.817
H: -2.800 2.814 3.405
H: -3.363 1.373 4.234
H: -1.125 0.421 4.311
H: -1.088 2.030 4.991
H: 1.121 -0.754 3.456
H: 2.935 -1.669 4.856
H: 4.400 -0.137 6.134
H: 4.015 2.304 6.035
H: 2.194 3.222 4.661
H: 1.405 3.614 1.084
H: 1.764 6.058 0.991
H: 0.817 7.508 2.754
H: -0.477 6.510 4.605
H: -0.806 4.092 4.733
H: -2.433 1.660 1.350
H: -3.999 1.120 1.951
H: -5.014 -0.846 3.152
H: -5.882 -1.818 5.243
H: -4.351 -2.966 6.806
H: -1.946 -3.139 6.283
H: -1.063 -2.153 4.192
H: -4.087 0.417 -0.211
H: -5.509 -0.730 -1.854
H: -5.734 -3.184 -1.814
H: -4.540 -4.509 -0.094
H: -3.125 -3.370 1.574
C: 0.110 4.067 -1.479
Sb: 0.405 1.946 -1.626
C: -1.090 1.643 -3.131
C: 2.135 2.047 -2.944
C: 3.414 2.513 -2.326
C: 3.744 3.866 -2.432
C: 4.942 4.367 -1.955
C: 5.860 3.502 -1.377
C: 5.549 2.160 -1.264
C: 4.329 1.645 -1.707
C: 4.062 0.191 -1.500
Sb: 3.159 -0.228 0.457
C: 4.694 -1.487 1.259
C: 3.826 1.551 1.435
H: -0.263 4.426 -2.437
H: 1.058 4.556 -1.255
H: -0.607 4.302 -0.696
H: -0.773 2.124 -4.055
H: -2.014 2.109 -2.788
H: -1.274 0.586 -3.316
H: 1.814 2.749 -3.714
H: 2.227 1.062 -3.404
H: 3.053 4.535 -2.934
H: 5.172 5.419 -2.060
H: 6.815 3.870 -1.025
H: 6.276 1.477 -0.837
H: 4.992 -0.376 -1.502
H: 3.412 -0.230 -2.264
H: 5.647 -0.974 1.144
H: 4.725 -2.439 0.734
H: 4.501 -1.660 2.316
H: 4.896 1.656 1.271
H: 3.630 1.484 2.503
H: 3.324 2.427 1.025
N: -0.212 -4.081 -6.161
C: -0.889 -4.924 -7.006
C: -0.551 -5.513 -8.222
C: -1.490 -6.353 -8.779
C: -2.726 -6.601 -8.154
C: -3.061 -6.019 -6.955
C: -2.122 -5.165 -6.365
N: -2.170 -4.483 -5.177
C: -1.030 -3.845 -5.085
C: -0.679 -3.035 -3.932
C: -1.604 -2.913 -2.890
C: -1.281 -2.173 -1.777
N: -0.104 -1.541 -1.614
C: 0.774 -1.662 -2.615
C: 0.543 -2.376 -3.771
H: 0.704 -3.703 -6.325
H: 0.399 -5.319 -8.702
H: -1.270 -6.840 -9.719
H: -3.425 -7.271 -8.637
H: -4.012 -6.203 -6.474
H: -2.557 -3.413 -2.978
H: -1.992 -2.081 -0.969
H: 1.725 -1.162 -2.472
H: 1.311 -2.420 -4.531


Record 2
This record from the OMol25 dataset describes C7H11NO2 as an isolated structure. The level of theory is ωB97M-V with the def2-TZVPD basis set.

## Properties
M = 141.17 g mol⁻¹
Relative energy (zero: lowest compared OMol25 entry of this formula, charge and spin) = 329.2 kJ/mol
Frontier orbital gap = 8.8023 eV
E_tot = -13019.8698 eV
LUMO level = 0.0041 Ha

Geometry (Å):
C: -1.152 -0.480 1.465
C: -2.679 -0.016 -0.500
C: -1.493 0.335 0.380
C: -0.507 1.078 -0.260
O: -0.243 2.121 -0.743
H: -2.477 -0.901 -1.112
H: -0.416 -0.116 2.176
H: -1.945 -1.070 1.910
H: -0.241 -1.384 0.803
H: -3.541 -0.233 0.130
H: -2.939 0.806 -1.167
C: 2.156 0.500 0.063
N: 2.662 1.496 -0.727
C: 1.092 -0.338 -0.565
C: 0.824 -1.587 0.060
O: 2.551 0.312 1.207
H: 3.239 2.178 -0.257
H: 2.116 1.833 -1.503
H: 0.977 -0.258 -1.640
H: 0.525 -2.408 -0.586
H: 1.492 -1.869 0.868


Record 3
This record from the OMol25 dataset describes one molecule with the formula C5H10O. The level of theory is ωB97M-V with the def2-TZVPD basis set.

## Properties
SMILES string = CC1(C)CCO1
M = 86.13 g mol⁻¹
Relative energy (zero: lowest compared OMol25 entry of this formula, charge and spin) = 267.4 kJ/mol
Frontier orbital gap = 10.3062 eV
E_tot = -7391.9942 eV
LUMO level = 0.0359 Ha

Geometry (Å):
C: -1.206 -1.179 -0.197
C: -0.286 0.046 -0.113
C: -1.100 1.327 0.079
C: 0.919 -0.158 0.809
C: 1.867 -0.107 -0.353
O: 0.676 0.280 -1.220
H: -1.947 -1.109 -1.000
H: -1.762 -1.271 0.752
H: -0.626 -2.096 -0.320
H: -1.858 1.439 -0.711
H: -0.436 2.194 0.023
H: -1.619 1.342 1.044
H: 1.130 -1.008 1.441
H: 1.096 0.779 1.350
H: 2.344 -0.869 -0.964
H: 2.833 0.311 0.244


Which formula does entry 1 have?
C51H55CaN3P2Sb2


Look up the M of the third one.
86.13 g mol⁻¹


Among the records above, which one has the highest relative energy (zero: lowest compared OMol25 entry of this formula, charge and spin)?
C7H11NO2